The following is a DFT calculation (ωB97M-V/def2-TZVPD) of 2 unconnected molecules or ions with the total composition C2H8NS.

CARTESIAN COORDINATES (ANGSTROEM)
S -0.953 0.011 -3.142
H -0.452 -0.603 -4.197
C 1.309 0.488 0.789
N 0.093 -0.017 1.459
C -0.898 -0.525 0.484
H 1.367 0.196 -0.222
H 1.253 1.598 0.511
H 2.034 0.125 1.351
H -0.356 0.452 2.218
H -1.297 0.323 0.039
H -1.700 -0.981 1.037
H -0.399 -1.069 -0.328

Force components x, y, z for each atom (eV/Å):
S -0.331 0.306 0.336
H 0.264 -0.329 -0.614
C -4.655 3.494 -0.867
N 0.231 -2.148 -1.856
C 1.622 0.494 1.346
H -0.069 -1.416 -1.042
H 0.412 -0.754 1.184
H 4.206 -0.829 2.271
H 0.337 0.868 0.239
H -1.160 1.563 -1.548
H -0.347 -0.894 0.018
H -0.511 -0.355 0.533

Computed properties:
Orbital gap (spin up / spin down) (eV): 2.49 / 6.79
Spin multiplicity: 2
E_tot (eV): -14524.1801
<S²>: 0.751
Net charge: -2
E_HOMO (spin up / spin down) (eV): 4.4 / 0.0
LUMO (spin up / spin down) (eV): 6.8719 / 6.7665